[1]
This record from OMol25 describes a 12-piece molecular cluster, C23H75NO15P3S11 overall in a non-equilibrium geometry. The level of theory is the ωB97M-V functional and the def2-TZVPD basis.

Properties
charge = +1
Kohn-Sham gap = 7.3 eV

```
128
Properties=species:S:1:pos:R:3:forces:R:3
C 2.849696 0.929417 -0.663212 0.13 -0.05 -0.25
N 2.003745 1.906631 -1.461233 0.58 -0.84 0.35
P 2.950839 3.078741 -2.527514 -1.12 0.70 -1.21
P 3.752571 4.492402 -1.081085 1.65 0.30 1.00
O 5.165164 4.719223 -1.384825 0.34 -0.28 -0.54
O 3.512013 3.971663 0.386394 -0.40 -0.04 -0.50
O 2.921471 5.801537 -1.305566 -0.46 0.12 0.44
P 0.856490 2.746077 -0.370151 -0.95 1.07 0.57
O 0.748817 4.176983 -0.675889 0.26 0.30 -0.34
H 3.529047 1.501534 -0.039388 -0.08 0.02 0.14
H 3.431700 0.336186 -1.361442 -0.03 -0.04 -0.08
H 2.207203 0.265223 -0.094089 -0.03 -0.10 0.05
H 1.440972 1.340667 -2.103417 -0.09 0.08 0.02
H 4.038853 2.265351 -2.890841 0.15 -0.24 0.79
H 4.400645 3.622944 0.823277 -0.29 0.17 0.25
H 2.220527 5.914390 -0.645438 -0.28 -0.11 -0.31
H 1.338836 2.513630 0.921174 0.19 -0.60 -0.21
H -0.354990 2.078429 -0.558911 0.32 -0.56 -0.03
C 0.797692 -1.791298 3.362501 -0.03 -0.10 0.03
S 1.697131 -0.703132 2.265116 -0.07 0.17 0.09
O 2.259564 -1.535313 1.162684 0.06 0.04 0.02
C 3.049540 -0.337307 3.387550 0.07 -0.05 0.09
H -0.071491 -2.159276 2.821927 0.04 0.06 -0.06
H 1.439203 -2.624037 3.650173 0.03 0.01 -0.03
H 0.476347 -1.228677 4.239204 0.00 0.04 -0.02
H 3.543679 -1.265099 3.675663 -0.01 -0.02 -0.03
H 2.658248 0.178390 4.264633 -0.02 0.01 -0.01
H 3.755304 0.311084 2.870083 -0.03 0.00 -0.05
C -3.014829 -1.073540 -1.883753 0.14 -0.13 0.03
S -2.325448 0.320875 -1.008751 -0.14 0.08 -0.09
O -1.150773 -0.169762 -0.205400 0.12 0.13 -0.06
C -3.685439 0.556452 0.124694 0.00 -0.01 0.12
H -2.296147 -1.414489 -2.624734 -0.04 -0.02 -0.04
H -3.221763 -1.879164 -1.179479 0.00 0.03 0.03
H -3.929004 -0.760977 -2.385891 0.00 0.04 -0.02
H -3.848757 -0.356396 0.699811 -0.07 0.02 -0.08
H -4.582270 0.816047 -0.437378 0.03 0.00 -0.05
H -3.430921 1.374573 0.796877 0.04 0.01 -0.03
C -3.950346 -0.082109 4.707588 0.02 0.02 0.12
S -3.381202 -0.916852 3.236790 0.08 0.05 0.17
O -4.578331 -1.416484 2.499957 0.05 -0.05 -0.03
C -2.657985 -2.320418 4.090502 0.01 -0.12 0.04
H -4.474474 0.820856 4.399963 0.02 0.00 -0.04
H -4.632007 -0.733887 5.255429 -0.02 -0.03 -0.06
H -3.085730 0.178462 5.325945 -0.16 0.03 -0.06
H -3.424919 -2.820628 4.681347 -0.03 0.02 -0.02
H -1.849675 -1.967662 4.731410 -0.05 0.02 0.02
H -2.266121 -3.004699 3.339982 -0.04 0.00 -0.02
C -2.003232 2.591152 8.801112 -0.06 0.10 0.07
S -1.422849 1.001342 8.219633 0.22 -0.10 -0.07
O -1.821115 0.891920 6.777770 -0.01 0.03 0.04
C -2.591950 0.014815 9.153275 -0.08 -0.03 0.09
H -1.418357 3.361995 8.304253 0.02 -0.02 -0.02
H -3.058090 2.706269 8.551723 0.01 -0.04 -0.03
H -1.847729 2.647812 9.877648 0.06 -0.02 -0.01
H -3.608601 0.299222 8.881351 0.02 0.02 -0.04
H -2.415199 0.174516 10.216248 0.05 0.00 -0.01
H -2.421686 -1.030996 8.904833 0.03 0.01 -0.03
C -0.041002 -3.622198 -3.715240 0.01 -0.04 0.16
S -1.464189 -3.970955 -4.758197 0.03 -0.06 -0.16
O -2.636978 -3.311327 -4.105973 -0.02 0.06 0.13
C -1.564935 -5.716572 -4.347814 -0.02 -0.07 0.16
H 0.165654 -2.555904 -3.785636 -0.02 0.00 -0.05
H -0.260430 -3.889390 -2.680541 -0.03 0.01 -0.01
H 0.816807 -4.184972 -4.081719 0.01 0.02 -0.03
H -1.682119 -5.840922 -3.270657 -0.01 0.03 -0.01
H -0.661123 -6.216551 -4.694882 0.00 0.00 -0.03
H -2.430956 -6.126468 -4.863148 0.00 0.04 -0.03
C 7.475670 4.513991 1.193976 0.03 -0.03 -0.11
S 6.718334 3.303874 2.275665 0.46 0.36 0.10
O 5.381345 2.973639 1.657677 -0.32 -0.27 -0.07
C 6.405919 4.422809 3.640243 -0.25 0.03 -0.06
H 7.711453 4.024818 0.251392 -0.06 -0.01 0.00
H 6.781698 5.335479 1.020663 -0.03 -0.04 0.00
H 8.390858 4.881511 1.656062 0.00 -0.05 0.06
H 5.781830 5.249371 3.298201 0.07 0.07 0.04
H 7.359854 4.801558 4.003878 0.03 -0.02 -0.02
H 5.899563 3.884389 4.438582 0.03 -0.10 -0.05
C 3.687448 7.217251 1.786818 -0.24 0.09 -0.31
S 4.311316 8.448403 2.932537 0.01 -0.31 -0.18
O 5.284213 7.676938 3.753506 0.09 0.02 0.28
C 2.785235 8.607503 3.866935 -0.01 -0.01 0.16
H 4.510012 6.924823 1.135847 0.01 0.06 -0.02
H 3.331350 6.350273 2.344000 0.03 0.04 0.08
H 2.881543 7.644393 1.187237 0.03 -0.01 -0.03
H 2.483576 7.630208 4.243388 0.04 -0.01 -0.01
H 2.013260 9.027758 3.222734 0.03 0.02 -0.02
H 2.971901 9.282362 4.699873 0.02 0.01 -0.02
C -1.787741 -3.064823 -10.254183 0.04 0.05 -0.06
S -1.726764 -2.107239 -8.744753 0.02 -0.01 -0.06
O -1.215483 -3.033028 -7.681764 -0.17 0.09 -0.14
C -3.507095 -1.948715 -8.559311 0.05 -0.06 0.08
H -0.770563 -3.310160 -10.546615 0.00 -0.01 -0.01
H -2.347660 -3.982949 -10.083008 -0.01 0.02 0.03
H -2.258083 -2.478779 -11.043069 0.01 0.00 -0.01
H -3.970980 -2.933907 -8.517681 0.05 -0.02 0.01
H -3.893000 -1.389219 -9.410435 -0.02 0.02 0.02
H -3.726451 -1.400535 -7.647212 0.06 0.02 0.01
C -5.709900 -1.957225 -4.915286 -0.07 0.19 0.17
S -6.349760 -2.709787 -6.407799 -0.05 -0.10 -0.04
O -6.434495 -1.636880 -7.435347 0.00 0.04 0.04
C -8.013863 -2.961974 -5.780156 -0.10 -0.04 0.02
H -4.678018 -1.676524 -5.097460 0.14 -0.05 -0.03
H -6.309524 -1.075072 -4.678908 0.01 -0.04 -0.06
H -5.742440 -2.678388 -4.100377 0.04 -0.06 0.01
H -8.435635 -2.004253 -5.475949 0.03 0.02 -0.03
H -7.980290 -3.652228 -4.937332 0.01 -0.01 -0.01
H -8.611905 -3.390958 -6.581233 0.03 0.00 -0.02
C 1.826254 -0.890926 10.271786 0.05 -0.03 -0.09
S 1.360439 0.337089 11.496731 0.03 -0.07 0.13
O 0.224022 1.106622 10.921654 -0.14 0.08 -0.06
C 2.823352 1.359471 11.314258 0.08 0.05 -0.05
H 1.013695 -1.610692 10.197608 -0.02 0.01 0.04
H 1.978914 -0.403941 9.308537 -0.03 0.04 0.02
H 2.734945 -1.397564 10.596168 -0.01 -0.01 0.02
H 2.908774 1.691178 10.279483 -0.04 -0.01 -0.01
H 3.702502 0.786838 11.608872 -0.01 0.00 0.02
H 2.710854 2.219589 11.970466 -0.04 -0.02 0.02
C 0.467716 -7.643740 -12.169763 0.10 -0.03 -0.02
S -0.838111 -6.724826 -11.349251 -0.07 -0.10 0.04
O -0.938138 -5.408675 -12.032953 0.07 0.02 -0.02
C 0.051446 -6.451387 -9.810973 0.05 0.03 0.06
H 0.127494 -7.876443 -13.176325 -0.04 0.02 0.01
H 1.368852 -7.032392 -12.215584 -0.02 0.03 0.00
H 0.657556 -8.567778 -11.623808 -0.02 -0.01 0.00
H 0.981736 -5.921986 -10.018075 -0.01 0.01 -0.04
H 0.254240 -7.411940 -9.337173 -0.02 -0.01 -0.01
H -0.577864 -5.846557 -9.159321 -0.01 0.02 -0.02
```
Positions in Å, forces in eV/Å.

=====

[2]
This record from OMol25 describes a 15-piece molecular cluster, C23H75NO18S3 overall in a non-equilibrium geometry. The level of theory is the ωB97M-V functional and the def2-TZVPD basis.

Properties
Kohn-Sham gap = 7.9 eV
relative energy (zero: lowest compared OMol25 entry of this formula, charge and spin) = 0.0 kJ/mol

```
120
Properties=species:S:1:pos:R:3:forces:R:3
C 6.925960 -0.663397 2.900246 -0.14 0.40 -0.04
C 6.152137 -1.565393 1.947890 0.07 -0.61 0.68
C 7.019428 -2.675086 1.333675 -0.11 0.86 -0.49
C 6.694515 -2.983627 -0.122182 -0.72 -0.49 0.60
C 5.211847 -3.306743 -0.354036 0.42 0.13 -0.13
C 4.762584 -2.959982 -1.768945 -0.34 -0.92 0.44
C 3.233839 -3.142372 -1.886334 0.64 0.70 -0.34
C 2.496316 -1.819135 -2.208996 -0.15 -2.07 0.57
N 1.341135 -1.632164 -1.292432 -0.15 1.65 -0.51
C 1.186398 -0.231495 -0.822068 -0.16 -0.19 -0.94
C 1.337445 0.871408 -1.907423 0.51 0.45 1.01
C 2.536188 1.789635 -1.605075 -0.55 0.66 -0.72
C 2.352656 3.242711 -2.136323 0.28 -0.28 0.56
C 2.541340 4.274102 -1.020511 0.71 -0.13 -0.21
C 4.027113 4.393845 -0.607014 -0.84 -0.22 0.22
C 4.376098 3.709986 0.706433 1.17 -0.07 -0.04
C 5.912388 3.618171 0.876955 -0.76 -0.47 0.06
C 0.158829 -2.160686 -1.781166 -0.12 -0.85 0.71
S -0.255605 -3.709586 -1.481710 0.06 -0.21 -0.19
S -0.965196 -1.126404 -2.704005 -0.17 0.22 0.14
C -2.413831 -1.158957 -1.606821 -0.19 -0.54 -0.25
C -3.745890 -1.289561 -2.358429 -0.07 0.62 0.83
C -4.489711 0.045903 -2.287600 -0.06 -0.29 -0.89
O -5.616638 0.022514 -1.377516 -0.82 0.87 1.01
S -5.188268 -0.165482 0.203538 0.90 -2.25 0.58
O -4.189076 0.792156 0.553217 0.73 1.21 -0.37
O -6.562958 0.287074 1.059010 -0.90 0.76 -1.74
O -6.100894 0.550222 2.378472 0.24 -0.10 0.28
C -6.872457 -0.316451 3.230724 0.09 0.12 -0.21
C -6.121767 -0.490619 4.535575 0.18 -0.64 -0.33
C -5.566361 -1.912661 4.611673 -0.11 0.25 -0.04
H 7.752796 -1.176016 3.379878 0.11 -0.27 0.09
H 6.276268 -0.282881 3.684096 -0.03 0.12 0.05
H 7.349664 0.192942 2.383512 0.15 0.15 -0.13
H 5.379717 -2.045471 2.543002 -0.34 -0.07 -0.03
H 5.619779 -0.997159 1.192199 0.08 0.23 -0.23
H 6.926136 -3.578430 1.926577 0.09 -0.20 0.19
H 8.051246 -2.336010 1.380477 0.30 -0.18 0.06
H 7.246781 -3.877049 -0.385237 0.40 0.07 -0.44
H 6.974576 -2.174059 -0.787875 0.29 0.19 0.01
H 4.544764 -2.848497 0.371623 0.04 0.31 0.16
H 5.084519 -4.380436 -0.223065 -0.21 -0.21 0.10
H 5.108453 -1.974474 -2.069756 -0.06 0.23 0.02
H 5.259047 -3.681187 -2.407817 0.04 0.24 -0.34
H 3.029425 -3.879107 -2.654088 -0.23 -0.16 -0.09
H 2.859734 -3.516037 -0.943817 -0.21 -0.15 0.16
H 3.210678 -1.015440 -2.116304 -0.24 0.50 0.03
H 2.111146 -1.928011 -3.219075 0.19 0.60 -0.35
H 0.197578 -0.145591 -0.383975 -0.18 -0.13 0.15
H 1.877734 -0.097495 0.003364 0.37 0.05 -0.01
H 0.465918 1.513950 -1.839795 -0.33 0.02 -0.07
H 1.340936 0.470774 -2.913088 0.15 -0.14 -0.16
H 2.569148 1.877266 -0.529947 0.33 -0.17 0.38
H 3.477915 1.400253 -1.981213 0.18 -0.34 0.20
H 1.365548 3.341564 -2.569630 -0.20 0.11 -0.16
H 3.104220 3.475753 -2.887169 -0.08 -0.10 -0.39
H 2.184062 5.237401 -1.357988 -0.26 0.19 0.00
H 1.958819 3.967913 -0.160790 -0.31 0.14 0.21
H 4.617956 3.974436 -1.417900 0.35 -0.01 -0.02
H 4.303326 5.436837 -0.494707 0.13 0.28 -0.17
H 3.976254 4.259996 1.553253 -0.32 0.08 0.07
H 4.003125 2.693886 0.774849 -0.35 -0.11 -0.18
H 6.147604 2.690349 1.391588 0.25 0.04 0.29
H 6.310348 4.456244 1.431640 0.25 0.21 0.02
H 6.375605 3.544809 -0.098637 0.27 0.15 -0.20
H -2.400290 -0.236935 -1.045019 0.05 0.28 0.15
H -2.332892 -1.957167 -0.881972 0.39 -0.33 -0.05
H -4.382432 -2.000158 -1.845916 -0.04 -0.39 0.05
H -3.638993 -1.655712 -3.371065 0.17 0.12 -0.23
H -4.908731 0.278443 -3.259227 -0.42 0.15 0.00
H -3.801738 0.845531 -2.041296 -0.02 0.27 0.22
H -7.864563 0.096834 3.366863 -0.21 0.19 0.08
H -6.977980 -1.249190 2.694005 -0.06 -0.38 0.06
H -5.279821 0.188362 4.590622 -0.04 0.49 -0.05
H -6.809103 -0.295105 5.344594 -0.01 0.08 0.39
H -6.377260 -2.598145 4.822912 -0.03 -0.24 0.17
H -4.783401 -1.991920 5.356341 0.02 -0.16 0.22
H -5.138856 -2.182073 3.650140 0.21 -0.06 -0.12
O -8.771315 -2.501597 5.594662 0.21 -0.04 0.32
H -9.446456 -2.086541 6.140955 0.07 -0.04 0.00
H -9.228143 -3.252652 5.190455 -0.02 0.34 -0.09
O 4.045636 -0.024435 4.841874 -0.33 -0.03 0.12
H 3.827069 0.719094 5.415936 0.08 -0.01 -0.03
H 3.704455 -0.796271 5.310826 0.20 -0.02 0.06
O -1.228817 -3.437864 2.147073 -0.09 -0.05 -0.07
H -0.678390 -4.151501 2.485727 0.02 0.09 0.01
H -0.984689 -3.371852 1.216810 0.10 -0.02 -0.02
O -10.701355 -3.135177 3.823425 -0.33 -0.14 -0.41
H -10.619766 -3.452338 2.917207 -0.03 -0.05 0.07
H -11.051569 -2.241762 3.731176 0.10 -0.01 0.08
O -1.951041 3.036908 -1.240001 -1.94 -2.02 -0.26
H -2.495333 3.259791 -2.011335 -0.26 -0.17 -0.26
H -2.518450 2.473946 -0.704904 -0.25 -0.16 0.13
O -3.337905 3.467877 -3.995457 -0.03 -0.11 0.24
H -4.181006 3.934663 -4.053260 0.01 0.01 0.20
H -3.480845 2.650330 -4.490876 0.09 0.06 -0.21
O 1.571405 -1.002741 3.472364 0.00 0.06 0.07
H 1.195007 -0.383836 2.838625 -0.03 -0.09 0.03
H 2.288209 -0.513768 3.899137 0.07 0.07 -0.24
O -3.779247 1.364679 -6.163108 -0.05 -0.13 -0.02
H -3.092079 0.892215 -6.645610 0.03 0.06 0.08
H -4.565978 1.277277 -6.712086 0.01 0.06 0.07
O 4.838616 -5.246041 -3.981543 -0.04 -0.28 -0.09
H 4.144079 -5.361069 -4.639313 0.10 0.04 -0.03
H 4.572272 -5.820635 -3.254338 0.03 0.03 -0.02
O 7.899263 -3.915114 -2.889334 0.02 -0.18 -0.20
H 8.582635 -4.262201 -3.472868 -0.02 0.05 0.04
H 7.086113 -4.329107 -3.206606 0.01 0.08 -0.03
O -5.882747 3.848110 -2.355420 -0.08 -0.06 -0.03
H -5.581572 3.023418 -1.961933 0.05 -0.04 0.04
H -6.701459 4.046925 -1.888190 0.05 0.06 -0.05
O -9.945258 1.694535 2.932690 0.07 -0.03 0.04
H -9.599312 2.370949 3.524875 -0.04 -0.02 -0.04
H -9.162667 1.319005 2.514323 -0.07 0.10 -0.08
O -0.385615 4.601215 -0.992311 1.04 1.82 -0.17
H -1.042971 4.422120 -1.690902 0.95 0.30 1.02
H -0.750532 4.163797 -0.212932 0.05 0.18 -0.57
O -1.988862 7.056647 -1.262296 -0.02 0.11 -0.06
H -1.861127 7.041935 -2.216207 -0.01 0.04 0.07
H -1.282579 6.489322 -0.921253 0.03 -0.16 -0.05
```
Positions in Å, forces in eV/Å.